No. 1
Formula: C22H37As2CoF12NO14
Source: the Open Molecules 2025 dataset
Level of theory: ωB97M-V/def2-TZVPD

Output
Gap between HOMO and LUMO (alpha / beta) ... 6.92 / 2.78 eV
Multiplicity ... 5
Net charge ... +1
E_HOMO (alpha / beta) ... -11.94 / -11.94 eV
Calculated total energy ... -9021.015594 a.u.
E_LUMO (alpha / beta) ... -5.0 / -9.2 eV

The geometry in XYZ format:
```
89
Properties=species:S:1:pos:R:3:forces:R:3
Co -17.106 2.941 17.121 -0.41 0.66 -0.16
As -18.877 1.230 19.880 -2.02 -0.90 0.48
F -20.002 0.713 21.211 1.85 0.81 -1.22
F -18.561 2.857 20.578 0.00 -1.97 -0.07
F -17.718 1.808 18.562 -0.74 -1.26 1.82
F -19.224 -0.260 18.981 0.73 1.88 0.85
F -20.329 2.029 19.119 2.09 -1.06 0.53
F -17.476 0.444 20.749 -1.76 1.43 -1.07
As -15.575 0.013 15.446 0.42 -4.37 -3.05
F -16.484 0.276 13.863 0.60 -0.21 2.58
F -14.332 0.981 14.683 -0.52 0.19 1.15
F -14.698 -0.166 16.957 -0.47 0.40 -0.67
F -16.939 -1.040 16.075 1.64 1.89 -0.72
F -14.756 -1.427 14.793 -1.04 1.30 0.72
F -16.302 1.427 16.190 -0.75 0.65 -0.38
C -17.687 2.020 23.583 -0.57 1.76 -0.10
C -17.173 3.101 24.307 -0.55 -2.27 0.11
C -16.614 2.781 25.620 0.34 1.21 -0.80
C -16.725 1.529 26.166 0.97 0.17 0.56
C -17.313 0.513 25.425 0.94 -0.81 1.18
C -17.739 0.769 24.137 -0.94 0.80 -2.51
N -15.904 1.194 27.401 1.03 -0.25 0.83
O -16.130 0.140 27.939 -0.91 -0.27 -0.52
O -14.994 1.926 27.756 -1.16 0.48 -1.17
H -18.189 2.290 22.666 0.27 -0.58 -0.41
H -17.192 4.076 23.842 0.20 0.26 0.46
H -16.026 3.611 25.982 0.22 -0.38 0.99
H -17.365 -0.545 25.637 0.29 0.06 1.13
H -18.121 -0.018 23.503 -0.20 -0.26 0.16
C -21.701 -0.168 14.444 0.77 -1.12 1.20
C -20.763 0.400 15.507 0.25 -1.75 -1.46
O -21.030 1.797 15.728 -0.91 -1.86 -0.20
C -20.250 2.501 16.426 -0.54 3.83 0.97
O -19.022 2.430 16.461 -0.80 0.48 0.11
O -20.994 3.592 16.968 4.18 -0.99 -0.50
C -22.274 3.354 17.436 -2.28 -0.51 -0.14
H -21.361 0.014 13.425 -0.76 0.69 0.07
H -22.746 -0.149 14.752 -0.09 0.73 -0.70
H -21.484 -1.230 14.559 0.06 -0.36 -0.13
H -19.764 0.159 15.144 0.37 0.94 0.07
H -20.830 -0.212 16.407 -0.44 0.73 0.50
H -22.903 3.069 16.593 -0.18 -0.41 0.18
H -22.759 4.251 17.822 0.73 0.43 -0.09
H -22.322 2.636 18.255 0.20 -0.23 -0.27
C -12.161 5.529 15.996 -0.56 -1.08 0.32
C -13.317 4.505 16.314 0.85 0.79 -1.01
O -13.036 3.868 17.548 -1.86 -2.33 2.92
C -14.047 3.103 18.204 2.28 3.06 -0.59
O -15.185 3.025 17.783 0.24 -0.21 0.35
O -13.596 2.765 19.409 0.35 0.51 -2.41
C -14.337 1.947 20.297 -0.14 0.22 0.49
H -12.137 6.435 16.602 -0.34 -0.14 0.09
H -12.214 5.802 14.942 -0.15 0.03 0.05
H -11.211 5.015 16.142 0.00 -0.02 -0.01
H -13.282 3.726 15.553 -0.33 0.12 -0.19
H -14.289 4.998 16.344 -0.07 -0.05 -0.03
H -13.838 2.201 21.232 -0.22 -0.53 0.16
H -14.224 0.895 20.033 -0.16 0.11 0.04
H -15.376 2.270 20.355 -0.08 -0.22 -0.19
C -17.992 5.384 21.302 0.55 -1.14 -1.75
C -18.985 5.836 20.193 -0.83 -0.42 2.96
O -18.417 6.665 19.225 2.61 -0.61 -3.06
C -17.669 6.035 18.203 -1.01 5.20 -0.75
O -17.468 4.876 18.054 -0.04 -1.78 0.16
O -17.235 6.942 17.190 -0.41 -1.90 3.00
C -17.170 8.376 17.420 -1.67 0.25 -1.08
H -17.491 6.181 21.852 -0.21 0.17 -0.31
H -17.299 4.776 20.722 0.82 0.14 0.47
H -18.414 4.646 21.984 -0.54 0.42 -0.01
H -19.652 6.431 20.816 -0.54 0.55 -0.97
H -19.572 5.045 19.725 0.36 -0.25 0.17
H -17.336 8.787 16.424 0.77 -0.10 -0.23
H -16.248 8.765 17.852 -0.16 -0.52 0.18
H -18.100 8.736 17.859 0.36 -0.22 0.93
C -19.541 -6.920 23.815 -1.21 -0.28 -0.51
C -20.278 -7.206 22.469 2.48 -0.79 0.82
O -20.888 -6.040 22.005 -0.91 2.06 0.58
C -20.363 -5.376 20.980 0.45 -0.38 -1.96
O -19.755 -5.955 20.096 -0.29 1.73 0.82
O -20.721 -4.049 21.048 0.20 -1.31 1.14
C -20.350 -3.054 20.105 0.39 -0.82 -1.82
H -20.396 -6.593 24.406 0.76 0.53 0.85
H -18.693 -6.243 23.706 -0.52 0.59 -0.09
H -19.067 -7.790 24.269 -0.51 -0.40 -0.18
H -21.064 -7.945 22.624 0.30 -0.10 -0.31
H -19.454 -7.482 21.811 -0.75 -0.57 -0.64
H -21.226 -2.797 19.509 -0.24 0.41 0.51
H -19.687 -3.435 19.328 0.34 -0.43 0.25
H -19.839 -2.187 20.521 -0.46 -0.23 0.56
```
Positions in Å, forces in eV/Å.

No. 2
Formula: C7H16O2
Source: the Open Molecules 2025 dataset
Level of theory: ωB97M-V/def2-TZVPD

Output
Gap between HOMO and LUMO (alpha / beta) ... 8.49 / 8.50 eV
Energy above the lowest of the compared OMol25 structures with the same formula, charge and spin ... 143.0 kcal/mol
E_HOMO (alpha / beta) ... -7.90 / -7.90 eV
Calculated total energy ... -426.587981 a.u.
E_LUMO (alpha / beta) ... 0.6 / 0.6 eV

The geometry in XYZ format:
```
25
Properties=species:S:1:pos:R:3:forces:R:3
C 0.008 -1.483 -0.732 -0.97 -1.51 0.36
C -1.121 -0.747 1.214 0.32 -0.39 -0.83
C -2.519 -0.381 0.826 0.03 0.00 -0.38
C -0.328 0.242 1.898 0.94 1.02 -0.64
O -1.225 -1.713 -1.356 -0.10 0.00 -0.02
O 1.000 -1.409 -1.727 0.00 0.53 0.20
H 0.911 -0.563 -2.196 0.03 -0.06 0.04
H -1.069 -2.291 -2.118 0.08 0.10 0.09
H 0.323 -2.348 -0.140 0.01 0.17 0.05
H -0.965 -1.787 1.479 -0.01 0.02 -0.11
H -2.733 -0.695 -0.198 -0.02 -0.05 0.11
H -0.904 1.002 2.427 -0.06 -0.12 0.10
H -2.694 0.694 0.886 0.08 0.00 0.09
H -3.238 -0.891 1.476 0.05 0.03 0.01
H 0.498 -0.142 2.494 -0.12 -0.07 0.12
H 0.202 0.870 1.039 -0.77 -0.62 1.27
C 2.510 0.968 -0.078 0.01 0.13 0.11
C 1.056 1.090 -0.420 -0.26 -1.34 -1.40
C 0.546 2.000 -1.251 0.15 0.01 0.10
H 0.425 0.044 -0.352 0.67 1.98 0.56
H 3.112 1.738 -0.567 -0.03 0.02 0.04
H 2.663 1.047 1.002 0.03 0.01 0.00
H 2.888 -0.011 -0.380 -0.05 0.03 0.00
H 1.159 2.763 -1.722 0.00 0.18 0.21
H -0.507 2.003 -1.504 -0.02 -0.08 -0.07
```
Positions in Å, forces in eV/Å.